Record 1
The following is a quantum chemistry calculation of 8 unconnected molecules or ions with the total composition C14H44O15 at a distorted geometry, from the Open Molecules 2025 dataset.

## Properties
energy relative to the best compared isomer or geometry (same formula, charge and spin) = 33.8 kcal per mole
total charge = 0
gap between HOMO and LUMO = 9.91 eV
HOMO level = -9.74 eV

```
73
Properties=species:S:1:pos:R:3:forces:R:3
C -2.8806 -0.9930 0.7378 -0.38 0.47 0.81
C -4.2003 -0.0863 0.7594 1.91 -1.00 -0.37
O -3.8506 1.2756 0.7021 -0.16 0.14 -0.30
O -2.1172 -0.9670 -0.4298 -0.65 0.30 -1.35
H -3.0373 -2.0511 0.9472 -0.77 -0.10 0.39
H -2.1836 -0.6257 1.4911 -0.43 0.18 0.80
H -4.7712 -0.2970 1.6638 -0.03 -0.28 0.08
H -4.8073 -0.3159 -0.1163 0.00 0.08 0.01
H -3.3909 1.5020 1.5139 0.14 0.03 0.24
H -1.2053 -0.7925 -0.1859 0.33 0.36 -0.05
C 0.0808 -2.5855 2.6672 -0.50 -0.54 0.19
C 0.8091 -3.7458 3.3042 -0.72 -0.15 0.27
O 0.6977 -3.6320 4.7212 0.79 -0.08 -0.16
O 0.1173 -2.7298 1.2832 0.75 0.64 -0.99
H 0.5098 -1.6304 2.9704 0.18 0.04 -0.09
H -0.9727 -2.5733 2.9466 -0.11 0.02 0.61
H 1.8246 -3.8142 2.9142 0.32 0.42 0.70
H 0.3802 -4.6905 2.9700 -0.38 -0.09 -0.10
H -0.2021 -3.8700 4.9566 -0.03 -0.04 0.04
H -0.5841 -3.3187 0.9955 -0.41 -0.18 -0.26
C 3.0662 4.0288 -0.6344 0.93 1.68 0.32
C 2.3893 3.0928 0.3124 -0.35 -0.65 -1.58
O 3.0282 2.9557 1.5168 0.98 0.39 1.22
O 3.0151 5.4013 -0.1502 -0.08 -0.75 -0.57
H 2.7163 3.9697 -1.6650 -0.71 -0.12 0.09
H 4.1258 3.8129 -0.7718 0.13 -0.23 0.56
H 2.4365 2.1423 -0.2191 -0.52 -0.49 -0.18
H 1.3526 3.3945 0.4623 -0.33 0.08 -0.22
H 2.5391 2.3001 2.0194 -0.05 -0.19 0.25
H 2.1886 5.7544 -0.4877 -0.07 0.24 0.11
C -0.6135 2.1791 2.8027 1.30 0.28 1.39
C 0.3348 1.3450 3.7582 0.20 -0.77 -0.15
O 1.4754 0.9007 2.9676 -1.00 0.54 -0.67
O -1.9578 2.1816 3.2731 0.51 -0.17 -0.14
H -0.5741 1.9164 1.7456 0.06 -0.55 0.09
H -0.1577 3.1681 2.8507 -0.34 0.36 -0.13
H -0.1838 0.5198 4.2463 -0.33 -0.51 -0.68
H 0.7134 1.8449 4.6498 -0.12 0.98 -0.37
H 2.1958 0.4387 3.4026 -0.32 0.02 0.68
H -2.2841 3.0766 3.1545 -0.18 0.08 0.10
C -0.2306 -3.1794 -1.8199 -1.82 0.99 -0.27
C -0.6942 -4.4769 -1.2381 0.11 -0.76 -0.31
O -1.7401 -4.3320 -0.2653 0.80 -0.04 0.51
O -1.3551 -2.5779 -2.4905 0.42 -0.71 -1.30
H 0.5667 -3.3970 -2.5306 -0.01 0.38 0.02
H 0.0025 -2.3855 -1.1104 1.05 -0.74 0.38
H 0.1714 -5.0263 -0.8680 -0.13 0.08 0.95
H -1.0356 -5.1428 -2.0306 -0.25 0.26 -0.32
H -2.6077 -4.3366 -0.6762 0.15 0.01 -0.25
H -1.9901 -2.3501 -1.8075 0.02 0.53 0.29
C -0.8280 2.8701 -1.6421 0.62 -0.98 -1.32
C -1.0451 1.7209 -2.6003 -0.97 -0.46 -0.02
O -0.7410 2.1429 -3.9327 0.32 0.17 0.26
O -1.8903 3.7711 -1.7811 -0.22 0.68 0.93
H 0.1401 3.2830 -1.9256 0.21 0.51 0.25
H -0.7495 2.4541 -0.6377 -0.42 0.37 0.15
H -2.1149 1.5253 -2.5267 -0.20 -0.29 -0.06
H -0.5554 0.7879 -2.3214 0.37 0.12 0.03
H -0.6705 1.3757 -4.5055 -0.14 0.02 0.05
H -1.9660 4.0759 -2.6883 0.25 -0.16 -0.17
C 2.3396 -1.0441 -3.9867 0.39 2.13 0.04
C 2.3445 -0.0220 -2.8220 -0.77 -1.68 1.74
O 2.4056 -0.8368 -1.6153 0.66 0.16 -0.48
O 1.9017 -0.3028 -5.1359 0.47 -0.66 -0.42
H 1.8323 -1.9973 -3.8378 -0.49 0.40 0.32
H 3.3933 -1.2941 -4.1105 -0.02 -0.07 -0.52
H 1.4605 0.6044 -2.7022 -0.27 -0.14 -0.75
H 3.1807 0.6756 -2.8684 0.29 -0.24 -0.23
H 1.8737 -0.4501 -0.9160 -0.11 0.35 0.03
H 0.9453 -0.2205 -5.1376 0.01 -0.20 0.22
O 0.5040 -0.0446 0.4498 -0.31 0.20 -0.76
H 0.4495 0.5498 1.1981 0.37 0.13 0.25
H 0.6807 -0.9021 0.8368 0.03 -0.77 0.18
```
Positions in Å, forces in eV/Å.

Record 2
The following is a quantum chemistry calculation of a molecular structure, C14H46CsN14NaO12S at a distorted geometry, from the Open Molecules 2025 dataset.

## Properties
total charge = 0
gap between HOMO and LUMO = 8.32 eV
HOMO level = -9.00 eV

```
89
Properties=species:S:1:pos:R:3:forces:R:3
Na -2.1125 -2.2500 1.6319 0.11 -0.28 -0.47
Cs 3.3355 -2.2653 0.2176 0.07 0.45 -0.34
S -0.0919 -0.6072 -0.8236 -0.85 0.40 1.52
O -0.7957 0.2711 -1.7337 -0.76 1.42 -1.18
O -0.2031 -1.9545 -1.3391 -0.27 -2.56 -0.44
O 1.3212 -0.2687 -0.7377 1.04 0.22 0.39
O -0.7514 -0.5264 0.5137 0.04 -0.14 -0.24
C 1.0293 3.2860 2.5977 1.00 0.57 0.32
C 1.7576 2.5705 1.4673 0.13 -0.09 -0.06
C 3.2407 3.0034 1.3647 -0.45 -0.70 0.45
O 3.3825 4.3846 1.2931 0.65 0.40 -0.94
C 3.0871 4.9868 0.0287 -0.73 0.42 0.87
N 1.7142 1.1454 1.7480 0.62 -0.78 0.27
H 1.6082 3.0544 3.4969 -0.16 -0.30 0.18
H -0.0035 2.9870 2.7754 -0.03 -0.06 -0.35
H 1.1142 4.3721 2.5596 -0.33 0.00 -0.45
H 1.2743 2.5808 0.4846 -0.08 1.40 -0.01
H 3.7766 2.4311 0.5960 -0.31 0.34 -0.75
H 3.8161 2.6704 2.2336 -0.52 0.18 0.52
H 2.0045 5.0637 -0.1064 -0.13 -0.16 -0.08
H 3.5021 4.5003 -0.8560 0.39 -0.24 0.23
H 3.4410 6.0112 0.1344 0.21 -0.05 -0.30
H 0.7388 0.9472 1.9376 0.06 -0.19 -0.24
H 1.8736 0.7373 0.8324 -0.12 -0.49 0.25
C 1.5587 -1.1004 4.4810 -0.03 -0.18 1.50
C 0.0843 -1.4150 4.1172 2.30 1.24 -0.33
C -0.6466 -0.0376 4.1220 1.16 -0.66 -0.95
O -0.3194 0.7039 5.2658 -0.68 -0.96 0.40
C -1.2789 1.6541 5.6206 -0.35 0.59 -0.02
N 0.1032 -1.8767 2.7410 -1.91 -0.66 -0.31
H 1.6072 -0.7691 5.5205 0.02 0.44 -0.09
H 1.9799 -0.3404 3.8225 -0.26 0.14 0.01
H 2.2681 -1.9321 4.5012 -0.43 -0.53 -0.46
H -0.3598 -2.1701 4.7652 -0.09 0.18 0.15
H -1.6854 -0.2019 3.8159 -0.51 0.32 0.93
H -0.2276 0.5439 3.2947 -0.11 -0.26 -0.17
H -1.4382 2.3784 4.8153 0.07 0.12 -0.03
H -0.9084 2.1792 6.4997 -0.03 -0.01 -0.04
H -2.2544 1.2143 5.8472 0.02 -0.19 0.09
H 0.7141 -2.6557 2.5507 0.22 0.15 0.19
H 0.1912 -1.1138 2.0822 0.34 -0.17 -0.24
C -4.5793 0.1645 -0.5801 -2.19 -0.06 -0.24
O -5.7843 0.3419 -0.4575 0.10 0.00 0.51
N -3.7751 -0.2205 0.4510 -0.02 -0.35 -0.25
N -3.9969 0.2857 -1.7791 1.00 -0.17 -0.23
H -2.7891 -0.2518 0.2308 0.38 0.38 0.90
H -4.2098 -0.0253 1.3385 0.58 0.08 0.16
H -2.9953 0.2158 -1.8064 0.23 -0.02 -0.75
H -4.5913 0.4747 -2.5649 0.21 0.13 -0.02
C 0.9552 -5.1831 -1.3697 -0.32 -1.70 -0.67
O 1.2466 -6.3726 -1.3206 0.42 0.53 -0.06
N 0.7356 -4.4882 -2.5114 0.21 0.09 -0.68
N 0.7308 -4.4256 -0.2806 0.47 0.47 0.92
H 0.9138 -4.9197 -3.4013 -0.19 -0.05 0.13
H 0.3501 -3.5627 -2.4427 0.10 0.23 -0.35
H 0.9224 -4.8578 0.6070 -0.52 0.15 0.01
H 0.3262 -3.5175 -0.4688 -0.05 0.30 0.78
C -3.5342 -4.1985 -0.6334 1.54 -1.21 1.40
O -3.1363 -4.2739 0.5459 0.04 1.22 -0.15
N -4.5437 -4.9365 -1.0636 -1.70 -0.45 -0.88
N -2.8630 -3.5997 -1.6296 0.14 0.72 -0.33
H -4.6536 -4.9845 -2.0616 -0.45 -0.30 0.16
H -5.2156 -5.3650 -0.4516 0.17 0.10 0.04
H -3.3462 -3.3399 -2.4719 0.27 0.03 -0.02
H -1.9161 -3.3090 -1.4891 0.23 0.52 0.05
C 4.1427 0.8881 -2.6416 0.71 -0.04 0.12
O 4.7479 0.0698 -1.9216 -1.10 0.19 -0.02
N 4.8207 1.6564 -3.4988 1.18 0.28 -0.71
N 2.8298 1.1457 -2.6303 -0.87 -0.86 1.34
H 4.3633 2.3500 -4.0614 0.30 0.01 -0.03
H 5.8135 1.4931 -3.5191 -0.10 0.29 -0.32
H 2.3453 0.6514 -1.8937 -0.59 -0.01 -0.20
H 2.2795 1.6547 -3.2975 0.42 0.02 -0.18
C -0.8578 3.6753 -0.9225 -0.48 1.27 -0.44
O -0.9191 4.8499 -0.5828 0.60 -0.03 0.17
N -0.0163 3.1318 -1.8004 1.24 -0.26 -1.03
N -1.7251 2.7549 -0.4960 -1.57 -0.23 2.00
H 0.6905 3.7032 -2.2278 0.01 -0.21 0.03
H -0.0474 2.1190 -1.8176 0.55 0.15 -0.48
H -2.2768 3.1111 0.2674 -0.47 -0.41 -0.26
H -1.9648 1.9221 -0.9990 0.18 -0.03 0.15
C -0.6989 -0.8501 -5.1142 1.54 -2.90 -2.82
O -0.7129 -1.1353 -6.3159 -0.16 0.27 0.65
N -1.6692 -0.1945 -4.5116 -1.96 1.79 1.19
N 0.2708 -1.3449 -4.2951 0.25 0.72 0.64
H -2.6125 -0.4090 -4.7827 0.12 0.38 -0.34
H -1.5088 0.1655 -3.5894 -0.09 -0.20 0.38
H 0.8892 -2.0744 -4.5988 0.02 0.29 -0.25
H 0.1177 -1.1771 -3.3182 0.33 -0.44 0.22
```
Positions in Å, forces in eV/Å.

Record 3
The following is a quantum chemistry calculation of 9 unconnected molecules or ions with the total composition C14H46O10 at a distorted geometry, from the Open Molecules 2025 dataset.

## Properties
total charge = 0
gap between HOMO and LUMO = 10.13 eV
HOMO level = -9.72 eV

```
70
Properties=species:S:1:pos:R:3:forces:R:3
C 4.1666 0.5364 0.2130 0.77 -0.08 -0.33
O 5.4215 -0.1462 0.1248 -0.01 0.14 -0.41
H 4.1429 1.4993 -0.3158 0.38 0.10 0.32
H 3.4630 -0.0678 -0.3526 -0.31 -0.24 0.61
H 3.9831 0.6524 1.2776 -0.88 0.09 -0.12
H 6.0430 0.2952 0.7097 0.03 0.00 -0.05
C 2.5374 -2.6055 -0.9389 0.23 0.31 0.02
O 1.5530 -2.6815 0.0859 0.34 -0.04 -0.01
H 2.3736 -1.7405 -1.5858 -0.16 -0.10 -0.17
H 3.5095 -2.4322 -0.4718 -0.13 -0.11 0.13
H 2.6298 -3.5141 -1.5421 -0.30 0.03 0.06
H 0.6544 -2.5500 -0.2511 0.06 -0.36 -0.03
C 3.6653 -2.3625 2.6645 0.77 -0.09 -0.20
O 2.5483 -3.2075 2.7392 -0.42 -0.24 0.22
H 3.4561 -1.3220 2.9419 -0.19 -0.04 -0.06
H 4.4354 -2.7242 3.3533 -0.15 0.02 0.07
H 4.1312 -2.3790 1.6737 -0.11 0.16 0.03
H 2.1801 -3.3608 1.8590 0.05 0.34 -0.02
C -3.7546 1.3836 -3.4384 -0.18 -0.15 0.33
O -4.8592 0.5901 -3.0103 0.10 -0.08 -0.20
H -3.7188 1.3560 -4.5257 -0.14 -0.02 0.01
H -3.8701 2.4269 -3.1214 0.10 -0.06 -0.02
H -2.7905 0.9980 -3.0877 -0.10 0.04 0.09
H -4.9045 0.5419 -2.0445 0.24 0.29 -0.15
C -5.0026 -0.0392 1.0667 -0.75 0.17 -1.10
C -3.9738 0.2280 2.1219 -0.35 1.37 0.41
O -4.1552 -0.6335 3.2301 0.50 -0.31 -0.46
O -4.8722 0.9194 -0.0178 0.22 -0.45 0.72
H -6.0155 0.0259 1.4758 0.11 0.00 0.16
H -4.9264 -1.0129 0.5831 0.25 -0.02 0.16
H -4.1777 1.2544 2.4846 0.10 -0.03 -0.21
H -2.9836 0.3001 1.6501 0.12 -0.66 0.36
H -3.5428 -0.3535 3.9177 -0.04 -0.11 0.03
H -4.7269 1.7834 0.3846 -0.11 0.05 -0.15
C 3.2166 4.8014 2.1806 -0.43 0.19 0.27
C 2.2048 3.7336 2.5692 0.80 -0.86 -0.67
O 2.8886 2.6453 3.2478 -0.46 0.76 -0.24
H 2.7321 5.6297 1.6544 0.03 -0.09 -0.04
H 3.9715 4.3579 1.5344 0.08 0.06 -0.01
H 3.6979 5.2169 3.0661 0.08 -0.07 0.00
H 1.8107 3.2824 1.6506 -0.29 0.34 0.04
H 1.3560 4.1099 3.1394 0.19 -0.02 0.32
H 2.8790 1.9499 2.5834 -0.08 -0.34 0.38
C 0.9753 -0.0721 -5.6014 0.02 0.66 -0.05
C 0.6136 1.0000 -4.5673 -0.87 0.05 -1.04
O -0.6062 1.6635 -4.9612 0.09 -0.12 0.19
H 0.1169 -0.7132 -5.7918 0.06 -0.17 0.19
H 1.8538 -0.6471 -5.3157 -0.04 -0.14 0.11
H 1.2090 0.4215 -6.5511 0.04 -0.05 0.05
H 1.3843 1.7715 -4.5111 0.26 -0.31 0.45
H 0.3541 0.5542 -3.6085 0.39 0.12 0.13
H -0.4390 2.1749 -5.7584 0.05 -0.04 -0.01
C -3.5088 -3.5962 0.7662 0.13 -0.14 -0.32
C -2.2127 -2.8107 0.8649 -0.41 0.13 0.84
O -1.2110 -3.3715 0.0243 0.08 0.37 -0.03
H -3.3763 -4.5590 1.2650 -0.19 0.00 0.01
H -3.7378 -3.7914 -0.2831 0.02 0.02 -0.01
H -4.3673 -3.0803 1.1919 0.13 0.01 0.26
H -1.8785 -2.7831 1.9122 0.09 -0.20 -0.10
H -2.3548 -1.7529 0.6356 0.10 -0.16 -0.63
H -1.0012 -4.2451 0.3716 0.06 0.02 -0.06
C -0.4017 1.5395 0.5346 0.68 -0.15 -0.33
C 0.1616 0.2076 0.9907 -0.28 -0.43 0.13
O 1.1842 0.4007 1.9741 -0.22 -0.30 -0.38
H -1.3959 1.4053 0.1104 -0.07 0.12 0.07
H 0.2406 1.9494 -0.2502 -0.10 0.09 0.03
H -0.3962 2.2597 1.3501 -0.29 -0.07 0.13
H 0.5612 -0.3807 0.1565 0.05 0.32 -0.10
H -0.6360 -0.4346 1.3973 0.08 0.26 0.21
H 1.4914 -0.4948 2.1754 0.17 0.18 0.16
```
Positions in Å, forces in eV/Å.